Entry 1:
{"formula": "C20H20BrN2O3Pd", "method": "the ωB97M-V functional and the def2-TZVPD basis", "gap_ev": 6.9, "e_homo_ev": -10.684, "largest_force_ev_per_a": 0.314, "e_above_lowest_kcal_mol": 0.0, "energy_ha": -3811.05044, "e_lumo_ev": -3.8, "total_charge": 1, "spin_multiplicity": 1, "species": ["Pd", "Br", "C", "C", "C", "C", "O", "C", "C", "N", "C", "C", "C", "C", "C", "C", "C", "C", "N", "C", "C", "H", "H", "H", "H", "H", "H", "H", "H", "H", "H", "C", "O", "C", "C", "O", "C", "H", "H", "H", "H", "H", "H", "H", "H", "H", "H"], "xyz": [[0.4855, -0.6780, 0.2382], [4.9933, 3.7399, -3.6378], [3.9101, 2.3860, -2.8891], [3.8693, 1.1129, -3.4903], [3.0843, 0.1210, -2.9743], [2.2826, 0.3319, -1.8279], [1.5558, -0.6612, -1.4100], [2.3358, 1.6164, -1.2231], [1.5498, 1.9867, -0.1089], [0.7235, 1.2370, 0.5476], [-0.1417, 1.7396, 1.5649], [-0.3803, 3.0519, 1.8566], [-1.2795, 3.4005, 2.8892], [-1.9230, 2.4455, 3.6207], [-1.6892, 1.0775, 3.3446], [-2.2732, 0.0129, 4.0699], [-1.9538, -1.2762, 3.7600], [-1.0773, -1.5257, 2.6894], [-0.5505, -0.5630, 1.9728], [-0.8124, 0.7421, 2.3034], [3.1665, 2.6287, -1.7802], [4.4716, 0.9231, -4.3690], [3.0590, -0.8595, -3.4303], [1.6526, 3.0168, 0.2257], [0.1061, 3.8424, 1.3016], [-1.4591, 4.4467, 3.0953], [-2.6157, 2.7199, 4.4051], [-2.9597, 0.2347, 4.8775], [-2.3601, -2.1086, 4.3160], [-0.7870, -2.5342, 2.4253], [3.1998, 3.6043, -1.3113], [-2.5979, -0.2053, -2.0380], [-1.9313, -1.0310, -1.0979], [-1.8775, -2.3771, -1.5076], [-1.2422, -3.1857, -0.4078], [0.1139, -2.7965, -0.1256], [1.0502, -3.4161, -1.0309], [-3.6466, -0.4993, -2.1400], [-2.1152, -0.2580, -3.0185], [-2.5447, 0.8151, -1.6672], [-1.3182, -2.4751, -2.4471], [-2.8884, -2.7727, -1.6729], [-1.2391, -4.2419, -0.6831], [-1.8110, -3.0660, 0.5115], [0.8984, -4.4947, -0.9972], [2.0472, -3.1667, -0.6856], [0.9192, -3.0413, -2.0438]], "forces_ev_per_a": [[0.1, -0.2, -0.1], [0.0, 0.0, 0.0], [0.1, 0.0, -0.1], [0.0, 0.0, 0.0], [0.0, 0.0, 0.0], [0.0, 0.0, 0.1], [0.0, 0.0, 0.0], [0.1, 0.0, -0.1], [0.0, 0.2, 0.1], [-0.2, 0.0, 0.2], [0.2, -0.1, -0.2], [0.0, 0.2, 0.0], [0.0, 0.0, 0.0], [0.0, 0.0, 0.0], [0.0, 0.0, 0.1], [0.0, 0.1, 0.0], [0.0, -0.1, 0.0], [0.0, -0.1, 0.1], [-0.2, 0.1, -0.1], [0.1, -0.2, 0.0], [-0.1, 0.0, 0.1], [0.0, 0.0, 0.0], [0.0, 0.0, 0.0], [0.0, 0.0, -0.1], [-0.1, 0.0, 0.0], [0.0, 0.0, 0.0], [0.0, 0.0, 0.0], [0.0, 0.0, 0.0], [0.0, 0.0, 0.0], [-0.1, 0.0, 0.0], [0.0, 0.0, 0.0], [0.0, 0.0, 0.0], [-0.1, -0.1, 0.0], [-0.1, 0.1, 0.0], [0.0, 0.0, -0.1], [0.1, 0.2, 0.0], [0.0, -0.1, 0.0], [0.0, 0.0, 0.0], [0.0, 0.0, 0.0], [0.0, 0.0, 0.0], [0.0, 0.0, 0.0], [0.0, 0.0, 0.0], [0.0, 0.0, 0.1], [0.0, 0.1, 0.1], [0.0, 0.0, 0.0], [0.0, 0.0, 0.0], [0.0, 0.0, 0.0]], "mulliken_charge": [0.94, -0.18, -0.36, -0.33, -0.82, 0.61, -0.41, 0.09, 0.32, -0.19, 0.30, -0.66, -1.03, -0.88, 1.12, -0.50, -0.99, -0.39, -0.15, 0.42, -0.62, 0.43, 0.44, 0.29, 0.31, 0.40, 0.42, 0.45, 0.41, 0.83, 0.45, -0.87, -0.06, -0.54, -0.65, -0.16, -0.84, 0.32, 0.34, 0.23, 0.34, 0.44, 0.46, 0.33, 0.34, 0.26, 0.32]}


Entry 2:
{"formula": "C20H20BrN3O4STl", "method": "the ωB97M-V functional and the def2-TZVPD basis", "gap_ev": 7.0, "e_homo_ev": -10.767, "largest_force_ev_per_a": 2.968, "e_above_lowest_kcal_mol": 3.4, "energy_ha": -4383.79863, "e_lumo_ev": -3.7, "total_charge": 1, "spin_multiplicity": 1, "species": ["Tl", "Br", "C", "C", "C", "C", "O", "C", "C", "N", "C", "C", "C", "C", "C", "C", "C", "C", "N", "C", "C", "H", "H", "H", "H", "H", "H", "H", "H", "H", "H", "N", "C", "C", "O", "O", "H", "H", "H", "H", "C", "S", "C", "O", "H", "H", "H", "H", "H", "H"], "xyz": [[-4.8824, 12.4945, -0.7813], [-7.9262, 14.6941, 5.9119], [-6.8306, 14.5116, 4.3424], [-5.4478, 14.3646, 4.4741], [-4.6369, 14.0741, 3.3751], [-5.2558, 13.8957, 2.0791], [-4.4740, 13.5210, 1.0937], [-6.6298, 14.1261, 1.9676], [-7.3473, 13.9211, 0.7321], [-6.8628, 13.4753, -0.4148], [-7.6906, 13.6245, -1.6014], [-9.0635, 13.6878, -1.7109], [-9.7153, 13.9512, -2.9280], [-8.9952, 14.1047, -4.0832], [-7.5805, 13.9609, -4.0573], [-6.7769, 14.0363, -5.2576], [-5.4639, 13.7906, -5.1441], [-4.8943, 13.4628, -3.9512], [-5.6116, 13.3946, -2.8476], [-6.9434, 13.6819, -2.8640], [-7.4137, 14.4346, 3.1172], [-4.8901, 14.6153, 5.3616], [-3.6037, 13.9540, 3.5457], [-8.4115, 14.2181, 0.7733], [-9.6987, 13.4631, -0.8936], [-10.7946, 14.0468, -2.9337], [-9.4462, 14.3880, -4.9515], [-7.1491, 14.2434, -6.2054], [-4.7717, 13.8717, -5.9765], [-3.8965, 13.1337, -3.8568], [-8.5276, 14.4687, 2.9907], [-6.0787, 10.5128, -0.9624], [-5.5281, 9.6084, 0.0741], [-4.0562, 9.8669, 0.3015], [-3.4707, 9.0828, 1.0099], [-3.5311, 10.8593, -0.3814], [-7.0514, 10.4859, -0.8347], [-5.8631, 10.1372, -1.8772], [-5.6057, 8.5728, -0.1485], [-6.0260, 9.7806, 1.0107], [-1.5689, 15.1664, -0.1405], [-1.6599, 13.6807, -1.1346], [-1.3671, 12.5808, 0.2035], [-3.1214, 13.6226, -1.6307], [-0.5392, 15.3059, 0.1351], [-2.2249, 14.9865, 0.7632], [-1.9674, 15.9658, -0.7190], [-0.3710, 12.8762, 0.5489], [-1.3284, 11.5533, -0.0959], [-2.0311, 12.7865, 0.9821]], "forces_ev_per_a": [[0.4, 0.7, -0.1], [0.4, 0.1, -0.5], [-0.8, 0.0, 0.6], [1.6, 0.4, -1.3], [-3.0, 0.3, 0.0], [2.1, -0.4, 0.7], [-0.1, 0.3, 0.4], [-1.1, -0.5, -0.7], [0.4, 0.1, -0.4], [-2.2, 1.1, 0.2], [0.8, -0.3, -0.8], [0.8, -0.3, 0.1], [0.4, 0.1, -0.7], [1.1, -0.3, 2.5], [-0.6, 0.2, -1.8], [-0.6, -0.3, 2.5], [1.3, 0.6, -1.8], [-0.9, -0.7, 2.0], [0.1, -0.1, 0.5], [0.3, -0.3, 1.6], [-1.0, -0.5, -0.4], [-0.4, -0.3, 0.6], [1.0, -0.1, -0.2], [0.5, -0.1, -0.2], [-0.3, 0.1, 1.0], [0.1, -0.1, 0.0], [-1.2, 0.5, -2.3], [-1.1, 0.4, -1.3], [-0.4, -0.1, -0.2], [1.1, 0.0, 0.0], [1.2, 0.2, 0.3], [0.9, -1.0, 0.2], [0.5, 1.0, 0.0], [0.4, -0.4, -0.3], [0.3, 0.4, 0.0], [0.1, -0.2, 0.4], [-1.7, 0.3, -0.2], [-0.1, -0.1, -0.2], [-0.3, -0.9, -0.4], [-0.4, 0.2, 0.4], [-1.2, -1.1, 1.2], [0.0, 0.5, -0.7], [1.6, 0.0, -0.4], [0.6, -0.2, 0.4], [0.4, 0.2, 0.1], [0.7, 0.3, -0.9], [-0.1, 0.7, -0.5], [0.1, 0.0, -0.1], [-0.2, -0.4, -0.2], [-1.4, 0.0, 1.2]], "mulliken_charge": [2.40, -0.18, -0.32, -0.51, -0.70, 0.56, -0.67, 0.12, 0.23, -0.10, -0.04, -0.75, -0.89, -0.82, 1.07, -0.77, -0.76, -0.32, -0.17, 0.26, -0.71, 0.41, 0.50, 0.33, 0.51, 0.42, 0.56, 0.55, 0.40, 0.61, 0.35, -0.51, -0.48, 0.43, -0.63, -0.67, 0.21, 0.29, 0.41, 0.28, -0.77, 0.34, -0.78, -0.45, 0.46, 0.05, 0.36, 0.49, 0.30, 0.12]}